Here is a 4-piece molecular cluster, C5H13N overall from the OMol25 dataset. Energies are from the ωB97M-V functional and the def2-TZVPD basis.

- Highest occupied orbital energy: -8.9 eV
- Calculated total energy: -252.91726 a.u.
- Maximum force: 3.715 eV/Å
- Relative energy (zero: lowest compared OMol25 entry of this formula, charge and spin): 91.5 kcal per mole

Structure (XYZ):
```
19
Properties=species:S:1:pos:R:3:lowdin_charge:R:1
C 0.2058 0.5009 1.6403 -0.31
C -0.0608 -0.8135 1.4335 -0.06
C 1.5852 0.9675 2.0169 -0.12
H -0.5993 1.1066 2.0447 0.10
H 0.0103 1.4519 -0.8830 0.10
H 0.7120 -1.5614 1.5478 0.07
H -0.0393 -0.7742 -0.4674 0.05
H -1.0304 -1.2367 1.6509 0.07
H 1.8407 1.8717 1.4592 0.06
H 1.6411 1.1823 3.0866 0.08
H 2.3366 0.2148 1.7838 0.08
C -1.6477 -0.5529 -1.9537 -0.09
C -0.1892 -0.4995 -1.5775 -0.42
N 0.7864 -0.8104 -2.3243 0.07
H 0.5324 -0.8875 -3.3109 0.04
H -0.0333 1.5571 -0.0450 0.08
H -1.7884 -0.3526 -3.0173 0.07
H -2.1970 0.1734 -1.3569 0.06
H -2.0649 -1.5375 -1.7277 0.08
```